# 1
Computed, not measured: C6H11BrN as an isolated structure, with wB97M-V/def2-TZVPD.

Results
- Net charge: +1
- Frontier orbital gap: 0.38385 Ha
- Highest occupied orbital energy: -14.03 eV
- 2S+1: 1
- Energy relative to the best compared isomer or geometry (same formula, charge and spin): 332.02 kJ/mol
- LUMO level: -3.588 eV
- E_tot: -2863.60737 Ha

The geometry in XYZ format:
```
19
Properties=species:S:1:pos:R:3:forces:R:3
C -1.71081 -2.18520 -0.40568 1.5 3.5 -1.8
C -1.10106 -1.27815 -1.27138 -1.8 -2.8 2.5
C -0.60503 -2.02032 0.65599 -0.9 -1.5 1.5
C 0.05050 -1.08961 -0.40812 1.0 1.1 0.6
C 1.48001 0.85591 0.83030 -0.9 -1.9 -2.2
C 0.02431 1.48718 -1.18912 0.0 2.6 -1.7
N 0.18629 0.69748 0.02715 0.6 -3.5 1.0
Br 1.82482 -1.69874 -0.84875 -0.3 0.3 -0.4
H -2.66051 -2.63397 -0.67863 0.2 -0.6 0.9
H -1.53735 -0.97067 -2.16584 0.2 0.7 -1.6
H -0.80967 -1.55814 1.67245 -0.2 -0.3 -1.3
H -0.18944 -3.05958 0.89085 0.3 1.7 -0.4
H 2.23409 0.82648 -0.01700 -0.3 -0.1 1.9
H 1.37108 1.79275 1.26924 0.4 1.7 0.9
H 1.46342 0.01804 1.59827 0.6 1.1 -1.1
H 0.98428 1.62863 -1.84526 -1.4 -0.7 1.7
H -0.72746 0.98451 -1.86669 0.7 0.9 1.0
H -0.29574 2.60654 -0.93169 0.4 -2.6 -0.5
H -0.57233 0.76579 0.72432 0.0 0.3 -0.9
```
Positions in Å, forces in eV/Å.



# 2
Computed, not measured: a 2-piece molecular cluster, C5H11BrS overall, with wB97M-V/def2-TZVPD.

Results
- Frontier orbital gap: 0.29976 Ha
- Highest occupied orbital energy: -7.44 eV
- 2S+1: 1
- Energy relative to the best compared isomer or geometry (same formula, charge and spin): 152.72 kJ/mol
- LUMO level: 0.716 eV
- E_tot: -3169.18865 Ha

The geometry in XYZ format:
```
18
Properties=species:S:1:pos:R:3:forces:R:3
C 0.49325 -1.12860 1.49446 0.6 -0.3 -0.7
C 1.62709 -1.61796 -0.76039 -1.0 1.7 -1.6
C -1.93808 2.49436 0.00171 0.1 -1.4 -0.6
C -0.80392 0.17207 -1.04131 3.1 2.2 2.7
C 1.06181 -0.48987 0.13975 -4.1 -2.9 -0.5
S -2.16975 0.67506 -0.06836 0.5 0.0 -0.2
Br 2.18975 0.91037 0.46706 0.9 1.5 0.2
H -0.30579 -0.55820 1.97948 0.2 0.2 -0.3
H 0.16553 -2.22962 1.49884 0.3 1.6 -0.8
H 1.37025 -1.12746 2.13370 0.0 0.0 0.6
H 1.12033 -1.56912 -1.80231 1.0 -0.2 1.6
H 1.35552 -2.49933 -0.25698 -0.4 -1.4 0.1
H 2.70383 -1.66338 -0.89976 0.1 0.5 0.0
H -2.32653 2.70831 0.97859 -0.1 0.8 0.3
H -2.49215 2.91113 -0.83060 -0.2 0.4 0.2
H -0.88354 2.71920 -0.11810 0.0 0.1 0.3
H -0.96104 -0.76449 -1.47868 0.1 -1.0 -1.2
H -0.20655 1.05753 -1.43710 -1.0 -1.7 -0.2
```
Positions in Å, forces in eV/Å.



# 3
Computed, not measured: a 2-piece molecular cluster, C16H17N overall, with wB97M-V/def2-TZVPD.

Results
- SMILES: Cc1c[nH]c2ccccc12.Cc1ccccc1
- Frontier orbital gap: 0.30254 Ha
- Highest occupied orbital energy: -7.53 eV
- 2S+1: 1
- Energy relative to the best compared isomer or geometry (same formula, charge and spin): 324.96 kJ/mol
- LUMO level: 0.700 eV
- E_tot: -674.53285 Ha

The geometry in XYZ format:
```
34
Properties=species:S:1:pos:R:3:forces:R:3
C 2.57380 2.38344 -3.54285 -1.0 2.3 -0.9
C 1.64457 1.87208 -2.54185 -0.9 -3.4 2.4
C 1.85042 0.77175 -1.73922 -2.8 1.5 -0.9
N 0.68440 0.29401 -1.13837 -0.9 5.0 -2.6
C -0.37692 1.25140 -1.35701 4.0 -0.8 -2.0
C -1.71518 1.29517 -1.06208 2.8 1.1 -2.0
C -2.32316 2.35520 -1.70975 -4.0 -0.7 2.0
C -1.88193 3.27565 -2.59419 2.3 2.0 -1.7
C -0.47559 3.24637 -2.85199 -1.1 0.5 -0.1
C 0.26007 2.19910 -2.29431 -0.7 0.7 0.1
H 3.53291 1.90523 -3.77660 -0.4 -0.1 0.7
H 2.68496 3.43225 -3.17531 0.7 -0.3 -1.1
H 1.97319 2.40508 -4.49618 0.8 0.3 0.6
H 2.76031 0.47554 -1.41485 2.7 -1.7 0.6
H 0.68069 -0.40593 -0.52210 -0.2 -3.0 2.9
H -2.19676 0.43564 -0.74376 -1.2 -1.0 1.4
H -3.32619 2.42235 -1.29139 -0.5 0.3 -0.9
H -2.49613 4.05474 -3.17600 0.7 -1.4 1.6
H -0.01343 4.10509 -3.40154 -0.3 -1.2 0.1
C 1.05674 -0.90869 3.10423 0.5 3.9 0.1
C 0.16159 -2.02206 3.01325 1.3 0.0 -0.7
C 0.50965 -2.95524 2.00990 -2.3 -0.2 1.8
C -0.35874 -3.99892 1.78387 0.2 0.5 0.2
C -1.50491 -4.10376 2.67315 1.0 -0.9 -2.3
C -1.78216 -3.11030 3.60427 0.3 -1.1 -0.8
C -0.96505 -1.98436 3.78644 -1.4 -3.3 -0.9
H 2.13184 -0.98269 2.88997 -0.2 -0.8 0.9
H 0.76921 -0.40055 4.07742 1.2 0.1 -1.3
H 0.81009 -0.24869 2.22036 -0.2 0.0 1.1
H 1.43752 -2.84150 1.50829 0.6 0.1 -0.5
H -0.00426 -4.57306 0.88797 -1.3 -0.4 1.2
H -2.10978 -5.01060 2.46548 0.0 0.9 0.7
H -2.62273 -3.25594 4.23807 -0.7 0.0 0.4
H -1.36906 -1.37780 4.56670 0.9 1.2 0.2
```
Positions in Å, forces in eV/Å.



# 4
Computed, not measured: C60H47CdFGeN2OP3S as an isolated structure, with wB97M-V/def2-TZVPD.

Results
- Frontier orbital gap (alpha / beta): 0.17213 / 0.27905 Ha
- Highest occupied orbital energy (alpha / beta): -4.17 / -7.10 eV
- 2S+1: 2
- Energy relative to the best compared isomer or geometry (same formula, charge and spin): 24.98 kJ/mol
- LUMO level (alpha / beta): 0.517 / 0.489 eV
- E_tot: -6266.06996 Ha

The geometry in XYZ format:
```
117
Properties=species:S:1:pos:R:3:forces:R:3
Cd 0.00354 1.96460 -0.53061 -0.2 0.4 0.0
F 1.94234 -0.07300 -0.54146 -0.2 -0.4 0.1
Ge 1.85534 -1.46443 0.53976 0.2 0.1 -0.1
C 2.54466 -2.87280 -0.63150 0.0 -0.1 -0.1
C 3.71209 -3.59821 -0.38008 0.0 0.2 -0.1
C 4.10899 -4.62286 -1.22413 0.0 0.0 -0.1
C 3.34322 -4.93800 -2.33925 0.1 0.0 0.0
C 2.19054 -4.22257 -2.60699 -0.1 0.0 0.0
C 1.77689 -3.18952 -1.76526 0.0 -0.1 0.1
P 0.22096 -2.24982 -2.09425 0.1 0.0 0.0
C -0.90317 -3.62612 -2.56780 0.0 0.0 0.1
C -1.42754 -4.36643 -1.50426 0.0 0.0 -0.1
C -2.29387 -5.42273 -1.73198 0.0 0.0 0.0
C -2.66912 -5.74654 -3.02953 0.0 0.0 0.0
C -2.16282 -5.01319 -4.09111 0.0 0.0 0.0
C -1.28272 -3.96157 -3.86356 0.0 0.0 0.0
C 0.60725 -1.42157 -3.67395 -0.1 -0.1 -0.1
C -0.44001 -0.78482 -4.34101 0.0 0.0 0.0
C -0.21192 -0.07383 -5.50716 0.0 0.0 0.0
C 1.07524 0.02552 -6.01841 0.0 0.0 0.0
C 2.12594 -0.58568 -5.35264 0.0 0.0 0.0
C 1.89441 -1.30804 -4.18844 0.0 0.0 0.0
C 0.25120 -2.23871 1.34892 0.0 0.0 0.0
C 0.58724 -3.51690 1.81962 -0.1 0.0 0.0
C -0.29195 -4.26696 2.58235 0.0 0.0 0.0
C -1.52818 -3.73109 2.90533 0.0 0.0 0.0
C -1.86900 -2.47143 2.44556 -0.1 0.0 0.0
C -1.00869 -1.71274 1.64411 -0.1 0.0 0.0
P -1.54939 -0.04627 1.02577 0.1 -0.4 -0.1
C -2.82006 -0.48396 -0.23108 0.0 0.0 0.0
C -3.70955 -1.54861 -0.08685 0.1 -0.1 0.0
C -4.64364 -1.83651 -1.06972 0.0 0.0 0.0
C -4.71787 -1.05091 -2.21125 0.0 0.0 0.0
C -3.84922 0.01832 -2.36420 0.0 0.0 0.0
C -2.90257 0.29099 -1.38601 0.0 0.1 0.0
C -2.54188 0.41416 2.49416 0.0 0.2 0.0
C -1.86252 0.57111 3.70136 0.0 0.0 0.0
C -2.53684 0.95451 4.84943 0.0 0.0 0.0
C -3.90691 1.17981 4.80770 0.0 0.0 0.0
C -4.59337 1.00938 3.61457 0.0 0.0 0.0
C -3.91407 0.63026 2.46336 0.0 0.0 0.0
C 2.97494 -0.81103 2.00413 0.0 -0.1 0.0
C 3.71543 -1.74192 2.73596 0.0 0.0 0.0
C 4.51427 -1.36087 3.80319 0.0 0.0 0.0
C 4.57418 -0.02337 4.15885 0.0 0.0 0.0
C 3.83553 0.91108 3.45026 0.0 0.0 0.1
C 3.02995 0.54381 2.37223 0.0 0.1 0.0
P 2.03247 1.83150 1.47032 0.1 0.1 0.1
C 1.68585 3.14030 2.70039 0.1 0.0 0.0
C 0.35072 3.31406 3.05418 0.0 0.0 0.0
C -0.02019 4.28722 3.97399 0.0 0.0 0.0
C 0.94360 5.10867 4.53443 0.0 0.0 0.0
C 2.27493 4.97677 4.15309 0.0 0.0 0.0
C 2.64135 4.00763 3.23485 0.0 0.0 0.0
C 3.31725 2.64329 0.45306 0.0 0.0 0.0
C 3.01286 3.89087 -0.09187 0.0 0.0 0.0
C 3.91564 4.53357 -0.92077 0.0 0.0 0.0
C 5.13199 3.93315 -1.22282 0.0 0.0 0.0
C 5.43469 2.68693 -0.69678 0.0 0.0 0.0
C 4.53025 2.04340 0.13977 0.0 0.0 0.0
H 4.33496 -3.35439 0.47049 0.0 0.0 0.0
H 5.01641 -5.17485 -1.01474 0.0 0.0 0.0
H 3.64895 -5.73792 -3.00128 0.0 0.0 0.0
H 1.59382 -4.47104 -3.47765 0.0 0.0 0.0
H -1.15648 -4.10951 -0.48718 0.0 0.0 0.1
H -2.68505 -5.98637 -0.89390 0.0 0.0 0.0
H -3.35263 -6.56626 -3.21111 0.0 0.0 0.0
H -2.44899 -5.25947 -5.10605 0.0 0.0 0.0
H -0.89073 -3.40733 -4.70546 0.0 0.1 0.0
H -1.44036 -0.83189 -3.93076 -0.1 0.0 0.0
H -1.03711 0.41440 -6.00997 0.0 0.0 0.0
H 1.25805 0.58599 -6.92628 0.0 0.0 0.0
H 3.13490 -0.50131 -5.73686 0.0 0.0 0.0
H 2.72962 -1.76304 -3.67076 0.0 0.0 0.0
H 1.54988 -3.95091 1.57416 0.0 0.0 0.0
H -0.00895 -5.25287 2.92821 0.0 0.0 0.0
H -2.22540 -4.28660 3.51966 0.0 0.0 0.0
H -2.82873 -2.06220 2.73509 0.0 0.0 0.0
H -3.66616 -2.17931 0.79008 0.0 0.0 0.0
H -5.30925 -2.68136 -0.94655 0.0 0.0 0.0
H -5.45140 -1.27086 -2.97639 0.0 0.0 0.0
H -3.90221 0.64540 -3.24546 0.0 0.0 0.0
H -2.23454 1.13258 -1.53536 0.0 0.0 0.0
H -0.79464 0.38375 3.74688 0.0 0.0 0.0
H -1.99140 1.07787 5.77647 0.0 0.0 0.0
H -4.43628 1.48285 5.70184 0.0 0.0 0.0
H -5.66386 1.17044 3.57709 0.0 0.0 0.0
H -4.45993 0.49744 1.53766 0.0 0.0 0.0
H 3.65550 -2.79462 2.48817 0.0 0.0 0.0
H 5.07792 -2.10275 4.35411 0.0 0.0 0.0
H 5.19045 0.29663 4.98931 0.0 0.0 0.0
H 3.88358 1.94595 3.75664 0.0 0.0 0.0
H -0.41576 2.71387 2.58000 0.0 0.0 0.0
H -1.06479 4.40824 4.23162 0.0 0.0 0.0
H 0.65980 5.87011 5.24988 0.0 0.0 0.0
H 3.02511 5.64091 4.56314 0.0 0.0 0.0
H 3.67168 3.94756 2.90424 0.0 0.0 0.0
H 2.05510 4.35666 0.11873 0.0 0.0 0.0
H 3.66451 5.49928 -1.33989 0.0 0.0 0.0
H 5.84015 4.43576 -1.86945 0.0 0.0 0.0
H 6.37664 2.20993 -0.93669 0.0 0.0 0.0
H 4.77156 1.06552 0.53802 0.0 0.0 0.0
O -2.04305 2.74926 0.60404 0.1 0.0 0.0
N -2.94938 3.44371 -0.06087 0.0 0.0 0.1
C -4.18962 3.50586 0.47964 0.0 0.0 -0.1
C -5.22099 4.14818 -0.14419 0.0 0.0 0.0
C -4.97328 4.75700 -1.37864 0.0 0.0 0.0
C -3.70833 4.71647 -1.89982 0.0 0.0 0.0
C -2.63914 4.07888 -1.23282 0.0 0.0 0.1
S -1.04178 4.08259 -1.82480 -0.1 0.0 -0.1
H -4.27032 3.01051 1.43314 0.0 0.0 0.0
H -6.19265 4.17363 0.32658 0.0 0.0 0.0
H -5.76795 5.26042 -1.91317 0.0 0.0 0.0
H -3.47274 5.18464 -2.84454 0.0 0.0 0.0
N 2.19383 2.32385 -2.81948 0.2 0.4 0.4
C 1.24817 1.67913 -2.47067 -0.2 -0.3 -0.3
H 2.85466 2.32172 -3.58002 -0.1 -0.2 -0.2
```
Positions in Å, forces in eV/Å.



# 5
Computed, not measured: a 7-piece molecular cluster, C14H42O7 overall, with wB97M-V/def2-TZVPD.

Results
- SMILES: CC(C)O.CC(C)O.CC(C)O.CC(C)O.CCO.O.O
- Frontier orbital gap: 0.38797 Ha
- Highest occupied orbital energy: -10.17 eV
- 2S+1: 1
- Energy relative to the best compared isomer or geometry (same formula, charge and spin): 97.74 kJ/mol
- LUMO level: 0.392 eV
- E_tot: -1085.22446 Ha

The geometry in XYZ format:
```
63
Properties=species:S:1:pos:R:3:forces:R:3
C -18.20304 12.15541 18.41878 -0.6 0.0 -0.2
C -17.78433 13.53066 18.87259 -0.1 1.3 -0.3
C -16.56302 14.03882 18.12449 0.4 -0.7 0.2
O -18.87200 14.43019 18.55858 -0.4 -0.3 -0.2
H -19.16506 12.00633 18.91152 0.1 -0.6 0.1
H -17.48438 11.36318 18.61899 -0.1 0.1 0.4
H -18.40505 12.10262 17.34541 0.1 0.4 -0.1
H -17.66495 13.52428 19.95884 0.3 0.0 0.0
H -16.79735 13.98377 17.06083 0.2 -0.1 0.0
H -15.73677 13.36976 18.38594 0.1 0.0 -0.4
H -16.21876 15.05354 18.31993 -0.4 0.1 0.4
H -19.04086 15.05857 19.26212 0.2 -0.1 0.2
C -18.80452 11.79325 10.80073 0.1 0.7 -1.2
C -17.78127 11.57048 11.87276 0.1 -1.6 1.1
C -16.81596 10.42294 11.55083 0.3 0.1 -0.2
O -16.96827 12.67697 12.16921 0.5 0.6 -0.2
H -19.20868 12.80872 10.84706 0.0 0.0 0.0
H -19.67437 11.13969 10.74902 0.2 -0.3 0.5
H -18.29633 11.68398 9.83654 -0.1 0.2 -0.1
H -18.26767 11.25706 12.81003 -0.3 0.2 -0.1
H -17.32558 9.52138 11.20480 -0.2 0.0 0.2
H -16.19233 10.19396 12.41639 -0.2 -0.1 0.1
H -16.09998 10.69037 10.76939 -0.2 0.3 -0.1
H -17.40643 13.51752 12.00916 -0.2 -0.1 0.0
C -19.58554 7.63009 18.54944 0.6 0.3 -0.3
C -19.57879 7.99330 20.02382 -0.6 0.5 0.8
C -18.62898 7.19700 20.90749 -0.3 -0.1 -0.1
O -19.33663 9.40086 20.24228 0.6 -0.3 -0.2
H -20.06234 6.66870 18.36274 -0.2 0.1 0.0
H -18.58749 7.57052 18.10480 0.2 0.0 0.3
H -20.05880 8.44029 17.99038 -0.4 -0.2 0.0
H -20.58676 7.86568 20.43309 -0.1 -0.6 -0.2
H -18.87593 7.33382 21.96039 0.1 0.3 0.0
H -17.58917 7.47749 20.74375 0.0 0.0 -0.1
H -18.76081 6.12795 20.73117 0.1 0.0 -0.2
H -20.11675 9.87595 19.94386 0.0 0.0 0.0
C -19.85376 6.86706 12.12578 -0.5 -1.0 0.5
C -19.50548 7.69146 13.38335 -1.4 -1.4 -1.3
C -20.66594 8.60792 13.73234 -0.1 0.0 0.2
O -19.27690 6.76473 14.44687 0.8 0.4 0.2
H -19.98404 7.45899 11.22208 0.3 0.0 -0.1
H -20.77261 6.28182 12.27070 -0.4 0.6 0.2
H -19.17231 6.01868 12.02358 0.6 0.6 -0.4
H -18.56813 8.16973 13.10156 0.1 0.4 0.8
H -20.44091 9.19926 14.62095 0.1 0.5 -0.4
H -21.57513 8.06678 14.01869 0.3 -0.6 -0.1
H -21.00533 9.14503 12.84525 0.4 0.6 0.3
H -20.10648 6.31443 14.62991 0.0 0.0 0.0
C -15.62183 9.75560 16.28182 -0.3 -0.3 -0.3
C -16.87595 9.20008 15.60134 0.6 0.1 0.0
O -16.54207 7.95220 14.99336 0.1 -0.1 0.3
H -14.83591 9.97248 15.55814 -0.1 0.3 -0.1
H -15.17852 9.03028 16.96556 -0.3 -0.1 0.1
H -15.91952 10.64280 16.83922 0.3 0.1 -0.1
H -17.20567 9.87568 14.80617 -0.1 0.2 0.1
H -17.66604 9.12283 16.35180 -0.1 -0.3 -0.1
H -17.32556 7.42759 14.79846 -0.3 0.0 0.1
O -14.01549 5.23323 15.00826 -0.1 -0.3 0.1
H -14.91067 5.56786 15.12958 0.1 0.2 -0.1
H -14.06532 4.30712 15.26811 0.0 0.0 0.0
O -13.99093 7.87884 13.75804 0.0 0.3 0.1
H -14.39533 8.02038 12.89777 0.0 0.0 0.0
H -14.69018 8.10312 14.39430 0.1 -0.3 -0.4
```
Positions in Å, forces in eV/Å.



# 6
Computed, not measured: an isolated ion of composition C2H8NO6 and charge +1, with wB97M-V/def2-TZVPD.

Results
- SMILES: OC(O)(O)[NH2+]C(O)(O)O
- Net charge: +1
- Frontier orbital gap: 0.45411 Ha
- Highest occupied orbital energy: -15.61 eV
- 2S+1: 1
- LUMO level: -3.252 eV
- E_tot: -586.94476 Ha

The geometry in XYZ format:
```
17
Properties=species:S:1:pos:R:3:forces:R:3
O -0.94247 0.89529 0.96649 -0.3 -1.3 0.0
C -1.26506 -0.05841 0.00176 2.0 0.0 -0.5
O -2.23507 0.29383 -0.84972 -1.3 0.2 -0.2
O -1.37690 -1.28052 0.55107 -0.6 -1.2 -0.4
N 0.00290 -0.03038 -0.95649 -0.6 1.2 3.8
C 1.45473 0.03759 0.09177 -2.0 -1.6 -1.1
O 1.54958 1.25943 0.55225 2.2 0.1 -2.2
O 2.21586 -0.39837 -0.91496 1.9 0.4 0.1
O 1.26239 -0.88103 1.06112 -1.2 -1.9 -0.7
H -1.42095 1.69433 0.80942 -0.8 1.0 -0.3
H -3.11280 -0.08828 -0.67756 0.4 0.0 0.3
H -1.13221 -1.41039 1.47915 -0.1 0.9 -0.1
H -0.06357 0.89387 -1.34998 0.3 0.2 -0.7
H 0.27273 -0.73858 -1.60922 -0.7 -0.7 -0.6
H 1.09774 1.31631 1.36577 -1.0 0.2 1.8
H 2.85168 0.25606 -1.22776 0.2 0.2 0.1
H 0.84141 -1.76077 0.70688 1.5 2.3 0.7
```
Positions in Å, forces in eV/Å.



Which value of E_tot does entry 5 give?
-1085.22446 Ha